Computed, not measured: C33H45Sn as an isolated structure at a distorted geometry, with ωB97M-V with the def2-TZVPD basis set.

```
79
Properties=species:S:1:pos:R:3:forces:R:3
C -8.784936 -4.293316 6.086469 0.66 0.39 -0.17
C -8.253245 -3.509821 7.300204 -1.34 0.31 -0.73
C -9.306549 -2.506617 7.778390 -0.09 -0.15 1.52
C -8.821745 -1.651724 8.987034 -0.58 -0.22 -0.29
Sn -7.862136 0.260440 8.561623 -2.24 0.68 0.22
C -9.841675 0.576486 7.428407 0.29 -0.17 0.31
C -10.006712 2.043490 7.165524 0.04 0.50 -0.03
C -11.140905 2.607343 6.299372 0.31 0.44 0.20
C -10.951400 4.127560 6.146701 -0.58 0.71 -0.43
C -8.680714 1.187588 10.460122 0.50 -0.11 0.49
C -10.091765 0.942272 11.054632 -0.32 -0.95 1.22
C -10.902744 2.230261 11.299890 0.28 0.15 -0.09
C -12.380990 2.225763 11.734349 0.22 0.12 0.08
H -5.799560 -0.444463 7.852206 0.38 0.04 -0.40
H -8.069838 -5.032649 5.772692 0.38 -0.59 -0.09
H -9.724965 -4.794495 6.261544 -0.33 -0.13 0.37
H -8.930570 -3.677069 5.199396 -0.05 0.39 0.10
H -8.061182 -4.200693 8.108118 0.27 -0.22 0.31
H -7.326449 -2.987128 7.054159 0.11 -0.04 -0.05
H -9.693956 -1.894290 6.972180 0.31 0.14 -0.29
H -10.214213 -3.052478 8.114235 0.42 -0.18 -0.20
H -9.685008 -1.345759 9.615384 0.50 -0.29 -0.32
H -8.126380 -2.189650 9.608334 0.11 -0.77 0.39
H -9.825269 -0.057818 6.543255 -0.08 0.26 -0.29
H -10.627193 0.162546 8.076122 0.08 0.17 0.00
H -10.034995 2.540017 8.140067 -0.19 0.15 0.08
H -9.073570 2.425758 6.744243 0.14 0.19 -0.13
H -11.170643 2.123406 5.314472 0.12 0.04 0.09
H -12.101806 2.404067 6.773708 -0.13 -0.03 0.02
H -11.700270 4.610517 5.486203 0.10 -0.39 0.30
H -10.992399 4.685973 7.092634 -0.12 -0.42 0.03
H -9.997873 4.429330 5.710544 0.24 -0.45 -0.06
H -7.881764 0.832518 11.164977 -0.70 0.39 -0.27
H -8.496415 2.265669 10.335627 -0.10 -0.11 0.12
H -10.710435 0.224696 10.485445 0.22 0.35 -0.25
H -9.993727 0.407337 12.049127 -0.01 0.51 -0.81
H -10.369395 2.812398 12.060089 0.13 0.06 -0.16
H -10.830874 2.793785 10.364043 -0.09 0.20 0.07
H -12.698778 3.262245 11.842554 0.09 0.21 0.20
H -13.070809 1.848634 10.998237 -0.08 -0.59 -0.47
H -12.605762 1.734357 12.687591 0.31 -0.10 -0.12
C -2.690862 -3.541062 1.960173 0.61 0.27 0.30
C -1.956599 -2.913260 2.995725 -0.55 -0.30 0.08
C -2.638998 -2.253634 4.026567 -1.03 0.21 -0.48
C -4.051602 -2.088004 3.903657 -0.40 -1.05 -0.06
C -4.877422 -1.291500 4.838905 0.53 -0.90 3.32
C -4.764278 -1.405114 6.302149 0.92 -2.46 -4.42
C -4.943777 -0.270141 7.136291 -2.07 2.71 1.48
C -3.828933 0.087787 8.069678 1.41 1.24 0.79
C -3.930473 1.272211 8.908766 0.17 -1.13 -0.98
C -2.844642 1.724094 9.649653 0.57 -1.38 -0.23
C -1.638483 0.962781 9.626932 -0.14 0.64 0.17
C -1.528201 -0.186633 8.839132 0.44 0.26 0.97
C -2.615484 -0.624407 8.096253 -0.61 0.18 -0.50
C -5.892538 -0.429904 4.227584 -1.05 1.49 -0.46
C -7.060450 -0.178582 5.012243 0.68 -0.96 0.50
C -7.956601 0.830383 4.657899 -0.76 0.25 -0.75
C -7.950195 1.326049 3.332388 1.23 0.29 0.81
C -6.816982 1.077503 2.485009 -1.39 -0.28 0.61
C -5.814344 0.235667 2.910481 0.41 -1.16 1.87
C -4.763158 -2.709811 2.848292 0.74 -0.35 -0.15
C -4.077160 -3.478373 1.893653 -0.70 0.45 0.46
H -2.151094 -4.083098 1.195653 0.08 -0.03 -0.04
H -0.858133 -2.964180 3.011618 -0.60 -0.10 -0.03
H -2.133465 -1.816289 4.902105 -0.21 -0.14 -0.63
H -4.462660 -2.458502 6.834893 -0.16 2.76 -1.67
H -5.379750 0.720554 6.625003 1.26 -2.29 0.77
H -4.875823 1.812298 8.918856 0.16 -0.09 -0.08
H -2.921966 2.610641 10.278171 0.01 -0.19 -0.20
H -0.785621 1.312039 10.238813 -0.51 -0.30 -0.47
H -0.586753 -0.773734 8.857471 -0.71 0.48 -0.10
H -2.498988 -1.507524 7.460915 -0.09 0.31 0.24
H -7.281442 -0.863374 5.919371 0.60 1.56 -1.40
H -8.662057 1.211742 5.436487 0.42 -0.77 -1.27
H -8.762462 1.986000 3.015334 0.41 -0.09 0.05
H -6.773814 1.527083 1.490248 -0.04 -0.17 0.29
H -4.966131 -0.003037 2.260158 -0.21 0.28 0.32
H -5.862229 -2.620290 2.799367 0.76 0.01 0.09
H -4.677030 -3.997864 1.124747 0.67 0.28 0.36
```
Forces are in eV/Å.

2S+1: 1
Charge: -1
F_max: 5.14 eV Å⁻¹


Computed, not measured: a 2-piece molecular cluster, CHBrO overall at a distorted geometry, with ωB97M-V with the def2-TZVPD basis set.

```
4
Properties=species:S:1:pos:R:3:forces:R:3
C -2.148996 0.275813 -0.703913 0.29 0.30 2.76
O -2.031466 0.400064 0.431597 -0.29 -0.30 -2.76
Br 1.871555 -0.959712 -0.062541 -0.39 -1.09 -0.35
H 2.308908 0.283836 0.334858 0.38 1.09 0.35
```
Forces are in eV/Å.

2S+1: 1
Charge: 0
F_max: 2.79 eV Å⁻¹


Computed, not measured: one molecule with the formula C17H19ClO4S at a distorted geometry, with ωB97M-V with the def2-TZVPD basis set.

```
42
Properties=species:S:1:pos:R:3:forces:R:3
O 2.061451 -1.149159 -1.529097 3.35 -5.43 -3.15
S 1.619642 -0.026207 -0.907502 -6.25 8.94 3.18
O 1.828575 1.372743 -1.504828 -0.33 -4.52 2.10
C -0.266678 -0.331094 -0.712790 -1.60 -0.11 0.41
H -0.779860 -0.138251 -1.753390 0.99 -0.01 2.24
H -0.706751 0.215003 0.206528 0.92 0.09 -1.84
C -0.668438 -1.911889 -0.283601 5.83 4.21 -10.41
O -0.364830 -2.520547 -1.722348 -2.58 -0.83 3.16
H 0.511891 -2.321096 -1.987840 1.45 0.42 0.08
C -1.996414 -2.044868 -0.029245 -3.25 9.06 -5.97
H -2.297944 -2.877583 0.043869 -3.89 -12.32 -0.83
H -2.798540 -1.452843 -0.873455 2.59 -1.54 1.58
O -2.195504 -1.585593 1.133267 -1.97 5.85 9.22
C -3.523965 -0.875291 1.526333 0.34 -4.54 -5.62
C -3.906218 0.221772 0.518168 7.38 1.77 10.19
C -4.933723 0.137925 -0.221318 -2.24 -0.24 -3.96
C -5.088716 1.108064 -1.094164 -0.87 8.52 -1.45
C -4.450973 2.390445 -0.885725 1.51 2.84 -2.28
C -3.340945 2.626490 -0.043012 -3.45 -6.28 3.37
C -3.220169 1.469869 0.940803 -7.09 0.55 -11.07
H -2.486921 1.471382 1.508785 6.44 -0.35 5.88
H -3.008337 3.529430 0.321063 1.01 2.16 -0.18
H -4.619806 3.414018 -1.538135 -0.37 -3.11 1.17
H -5.943879 1.257851 -1.741031 0.03 -0.91 -0.38
H -5.420249 -0.575695 -0.735066 -1.72 -4.33 0.37
H -4.173362 -1.758085 1.304457 -0.34 0.71 0.13
H -3.549184 -0.886882 2.549168 0.53 1.29 2.51
H 0.102046 -1.963261 0.346936 2.34 -2.19 3.16
C 2.091250 -0.044162 0.905925 3.85 -0.96 -2.50
C 3.672576 0.086661 0.677823 -6.27 5.04 1.38
C 4.450957 -0.892864 0.435256 1.01 -8.92 0.21
C 5.762454 -0.909338 0.107650 1.20 4.12 1.00
C 6.380552 0.417822 0.113653 -0.08 -6.89 -0.59
C 5.541452 1.387339 0.174156 -0.96 8.83 -0.90
C 4.178226 1.316702 0.452198 -0.14 5.35 0.27
H 3.632955 2.466202 0.549943 1.22 -3.96 -0.33
H 6.033507 2.497164 -0.097913 -1.52 -2.86 1.13
Cl 8.038625 0.555038 0.048669 1.64 0.33 -0.29
H 6.396642 -1.717101 0.158114 0.92 -2.02 -0.28
H 3.885785 -1.856635 0.678110 1.41 0.63 -0.81
H 1.807079 0.767844 1.457996 -1.09 2.61 0.63
H 1.745749 -0.871338 1.501610 0.06 -1.01 -0.53
```
Forces are in eV/Å.

2S+1: 1
Charge: 0
SMILES: O=S(=O)(Cc1ccc(Cl)cc1)C[C@H](O)COCc1ccccc1
F_max: 13.16 eV Å⁻¹


| no. | HOMO energy (eV) | orbital gap (eV) |
| --- | --- | --- |
| 1 | -3.1 | 5.561 |
| 2 | -11.1 | 11.976 |
| 3 | -9.3 | 9.570 |